1.
C18H54N2O9PS8 | ωB97M-V/def2-TZVPD

ORCA input file:
```
! wB97M-V def2-TZVPD RIJCOSX def2/J DEFGRID3
* xyz 1 1
O 2.46 1.61 -0.86
P 1.78 0.21 -1.19
O 2.49 -0.78 -0.15
S 1.97 -0.35 -2.99
C 0.06 0.42 -0.56
C -0.86 0.94 -1.65
N -2.27 0.97 -1.22
C -2.52 0.70 0.20
C -1.77 -0.52 0.75
N -0.56 -0.85 -0.06
H 2.17 1.99 -0.01
H 2.13 -1.67 -0.19
H 0.09 1.13 0.28
H -0.50 1.90 -2.03
H -0.77 0.26 -2.49
H -2.65 1.88 -1.43
H -2.27 1.57 0.83
H -3.58 0.52 0.35
H -1.44 -0.32 1.77
H -2.38 -1.42 0.80
H 0.08 -1.46 0.47
H -0.87 -1.33 -0.91
C 4.23 0.77 3.11
S 3.90 2.52 2.89
O 2.44 2.61 2.56
C 4.78 2.69 1.34
H 3.74 0.43 4.02
H 3.81 0.25 2.24
H 5.30 0.59 3.17
H 4.37 1.99 0.61
H 5.84 2.50 1.50
H 4.64 3.71 1.00
C -0.30 -1.92 4.79
S 1.00 -1.50 3.64
O 0.71 -2.23 2.34
C 2.30 -2.39 4.48
H -1.24 -1.50 4.43
H -0.40 -3.01 4.85
H -0.06 -1.51 5.76
H 2.03 -3.44 4.57
H 2.44 -1.94 5.46
H 3.21 -2.31 3.89
C 3.48 -5.43 0.77
S 2.97 -5.69 2.47
O 3.67 -4.66 3.29
C 3.85 -7.23 2.71
H 3.06 -4.47 0.45
H 4.57 -5.39 0.72
H 3.09 -6.23 0.14
H 4.91 -7.07 2.52
H 3.45 -7.99 2.03
H 3.70 -7.54 3.74
C -1.77 0.75 -7.12
S -2.11 0.30 -5.42
O -1.34 1.26 -4.56
C -1.19 -1.24 -5.43
H -2.22 1.72 -7.30
H -0.69 0.80 -7.27
H -2.21 0.00 -7.78
H -0.15 -1.04 -5.70
H -1.65 -1.92 -6.14
H -1.25 -1.67 -4.43
C -4.36 -0.64 8.43
S -3.33 -0.53 6.97
O -3.01 -1.92 6.54
C -1.88 0.10 7.82
H -5.32 -1.06 8.13
H -3.89 -1.29 9.16
H -4.51 0.36 8.84
H -1.59 -0.60 8.60
H -2.11 1.08 8.25
H -1.09 0.21 7.09
C -4.65 3.64 -4.79
S -5.21 2.04 -4.19
O -5.34 1.16 -5.37
C -6.87 2.57 -3.74
H -3.64 3.51 -5.16
H -5.31 3.97 -5.60
H -4.66 4.36 -3.98
H -7.37 2.97 -4.63
H -6.82 3.32 -2.96
H -7.41 1.69 -3.38
C 3.23 2.95 -4.33
S 2.42 3.15 -5.93
O 3.31 4.01 -6.75
C 1.07 4.18 -5.34
H 4.12 2.35 -4.49
H 3.50 3.92 -3.93
H 2.55 2.42 -3.66
H 1.48 5.07 -4.87
H 0.47 3.60 -4.64
H 0.47 4.45 -6.20
*
```

Summary:
Orbital gap, eV: 7.821
Largest force on an atom, eV/A: 0.9
HOMO energy, eV: -10.179
LUMO level, eV: -2.36
DFT total energy, eV: -136911.3842

Here are the Mulliken charges for atoms 1 to 6, given in e: O -0.4880; P 0.7821; O -0.3108; S -0.3190; C -0.1301; C -1.2067

***

2.
H18O9 | ωB97M-V/def2-TZVPD

ORCA input file:
```
! wB97M-V def2-TZVPD RIJCOSX def2/J DEFGRID3
* xyz 0 1
H 0.53 0.53 0.26
H 1.84 0.37 -0.50
H 0.47 1.51 3.30
H 1.30 1.30 2.05
H -0.97 -1.59 0.90
H -1.66 -0.45 0.15
H 1.87 -2.08 0.08
H 1.56 -3.34 0.88
H 3.19 3.18 -1.02
H 3.97 4.41 -1.46
H -4.44 -1.39 -1.79
H -3.66 -0.85 -0.60
H 4.84 -2.42 -1.88
H 3.48 -2.00 -1.34
H -3.32 1.84 -1.46
H -4.20 2.95 -2.01
H -3.49 -1.05 2.01
H -2.27 -1.80 2.52
O 1.28 1.03 -0.08
O 1.15 1.93 2.76
O -0.81 -0.92 0.22
O 2.01 -3.04 0.08
O 3.81 3.85 -0.69
O -4.49 -0.75 -1.07
O 4.04 -2.77 -1.48
O -4.23 2.14 -1.49
O -2.62 -1.37 1.74
*
```

Summary:
Orbital gap, eV: 10.751
Structure (SMILES): O.O.O.O.O.O.O.O.O
Largest force on an atom, eV/A: 1.4
HOMO energy, eV: -11.163
LUMO level, eV: -0.41
DFT total energy, eV: -18718.5417
Energy relative to the best compared isomer or geometry (same formula, charge and spin), eV: 3.5938

Here are the Mulliken charges for atoms 1 to 6, given in e: H 0.3606; H 0.3042; H 0.3077; H 0.3309; H 0.3912; H 0.2555

***

3.
C26H17F5MnN2O6P | ωB97M-V/def2-TZVPD

ORCA input file:
```
! wB97M-V def2-TZVPD RIJCOSX def2/J DEFGRID3
* xyz 1 4
Mn 0.33 1.57 0.37
C -2.04 1.94 -3.09
C -2.43 1.86 -1.63
N -1.71 1.74 -0.53
C -2.55 1.63 0.55
C -3.85 1.67 0.09
N -3.72 1.87 -1.27
C -5.16 1.48 0.76
O -5.08 1.25 2.01
O -6.17 1.73 0.17
C -2.02 1.27 1.93
O -2.70 0.91 2.89
O -0.72 1.34 2.09
H -2.11 0.96 -3.52
H -0.97 2.18 -3.10
H -2.62 2.62 -3.69
H -4.45 1.79 -1.93
H -4.10 1.00 2.39
O 2.65 0.88 -2.29
C 2.42 -0.07 -1.59
O 1.31 -0.17 -0.49
C 2.89 -1.56 -1.50
P 1.47 -2.00 -0.44
C 1.57 -2.47 1.23
C 2.32 -1.71 2.23
C 2.48 -2.22 3.51
C 1.88 -3.43 3.89
C 1.09 -4.14 2.99
C 0.94 -3.68 1.64
C 0.07 -2.76 -1.17
C -1.25 -2.42 -0.75
C -2.33 -3.12 -1.23
C -2.13 -4.01 -2.31
C -0.89 -4.17 -2.91
C 0.26 -3.63 -2.31
H 3.87 -1.65 -0.93
H 2.95 -2.00 -2.51
H 2.47 -0.60 1.98
H 3.09 -1.61 4.15
H 2.11 -3.84 4.87
H 0.67 -5.10 3.30
H 0.27 -4.16 0.93
H -1.31 -1.66 -0.01
H -3.37 -2.92 -0.91
H -3.06 -4.39 -2.73
H -0.82 -4.73 -3.86
H 1.25 -3.82 -2.66
F 0.83 3.89 -1.67
C 1.77 4.02 -0.66
C 1.76 3.03 0.31
C 2.44 3.27 1.45
F 2.33 2.36 2.48
C 3.25 4.38 1.64
F 3.97 4.58 2.75
C 3.33 5.34 0.62
F 4.33 6.29 0.63
C 2.59 5.16 -0.55
F 2.63 6.05 -1.59
*
```

Summary:
Orbital gap (spin up / spin down), eV: 5.976 / 5.657
Largest force on an atom, eV/A: 4.4
Expectation value of S²: 3.8742
HOMO energy (spin up / spin down), eV: -11.130 / -10.798
LUMO level (spin up / spin down), eV: -5.15 / -5.14
DFT total energy, eV: -96690.5322
Energy relative to the best compared isomer or geometry (same formula, charge and spin), eV: 1.7063

Here are the Mulliken charges for atoms 1 to 6, given in e: Mn 0.2984; C -1.2749; C 0.1782; N -0.3214; C 0.4827; C 0.0588

***

4.
C32H44MgN4O5PTe | ωB97M-V/def2-TZVPD

ORCA input file:
```
! wB97M-V def2-TZVPD RIJCOSX def2/J DEFGRID3
* xyz 1 1
Mg 0.18 0.62 0.91
C 3.15 0.74 4.16
C 2.37 0.83 2.90
N 1.16 0.43 2.74
N 0.43 -0.07 3.79
C -0.85 0.04 3.46
O -1.28 0.53 2.36
C -1.85 -0.49 4.43
C -1.46 -1.21 5.55
C -2.42 -1.74 6.40
C -3.77 -1.54 6.14
C -4.16 -0.82 5.03
C -3.21 -0.29 4.17
C 2.92 1.51 1.69
C 4.25 1.90 1.61
C 4.68 2.61 0.50
C 3.78 2.91 -0.50
C 2.47 2.48 -0.35
N 2.05 1.80 0.71
H 2.50 0.42 4.97
H 3.59 1.70 4.41
H 3.96 0.02 4.06
H -0.40 -1.35 5.74
H -2.11 -2.30 7.28
H -4.51 -1.95 6.81
H -5.21 -0.65 4.83
H -3.49 0.27 3.29
H 4.93 1.66 2.42
H 5.72 2.92 0.42
H 4.07 3.48 -1.38
H 1.72 2.70 -1.10
C -0.85 -2.80 1.74
N -2.15 -2.48 1.16
C -3.26 -3.31 1.60
C -2.31 -1.45 0.33
C -3.69 -1.20 -0.24
O -1.37 -0.70 0.00
H -0.61 -3.84 1.52
H -0.88 -2.66 2.82
H -0.08 -2.18 1.31
H -2.85 -4.22 2.03
H -3.91 -3.59 0.77
H -3.85 -2.81 2.37
H -4.48 -1.37 0.48
H -3.85 -1.87 -1.09
H -3.73 -0.17 -0.58
C 1.35 -0.01 -4.55
C 2.20 0.18 -3.31
O 2.16 -1.01 -2.50
P 1.46 -1.01 -1.05
O 2.64 -1.17 0.02
C 3.67 -2.19 -0.01
C 4.94 -1.62 -0.62
O 0.87 -2.51 -1.03
C -0.11 -2.89 -2.02
C 0.50 -3.82 -3.04
H 1.41 0.88 -5.18
H 0.30 -0.16 -4.28
H 1.69 -0.87 -5.12
H 1.87 1.04 -2.72
H 3.25 0.34 -3.57
H 3.30 -3.05 -0.56
H 3.82 -2.48 1.02
H 4.80 -1.39 -1.67
H 5.75 -2.35 -0.52
H 5.23 -0.71 -0.09
H -0.53 -2.00 -2.49
H -0.91 -3.38 -1.46
H 1.35 -3.34 -3.54
H -0.24 -4.08 -3.80
H 0.85 -4.74 -2.57
C -1.48 1.61 -2.49
Te -1.73 2.34 -0.50
C -1.31 4.22 -1.42
C -1.79 4.05 -2.84
C -2.16 5.14 -3.62
C -2.60 4.96 -4.92
C -2.68 3.68 -5.45
C -2.32 2.58 -4.67
C -1.88 2.76 -3.37
H -2.08 0.71 -2.63
H -0.43 1.34 -2.61
H -0.24 4.41 -1.37
H -1.82 5.01 -0.89
H -2.10 6.14 -3.20
H -2.89 5.81 -5.52
H -3.04 3.53 -6.46
H -2.40 1.58 -5.08
*
```

Summary:
Orbital gap, eV: 7.687
Largest force on an atom, eV/A: 0.9
HOMO energy, eV: -10.410
LUMO level, eV: -2.72
DFT total energy, eV: -72123.0368

Here are the Mulliken charges for atoms 1 to 6, given in e: Mg 1.4698; C -1.7283; C 0.7432; N 0.9923; N -1.0503; C 0.1523

***

5.
CH6NOS | ωB97M-V/def2-TZVPD

ORCA input file:
```
! wB97M-V def2-TZVPD RIJCOSX def2/J DEFGRID3
* xyz 1 1
C -0.60 1.15 -1.57
N 0.08 -1.09 1.47
O 1.48 -0.09 -1.24
S 0.40 0.64 -0.33
H -0.48 0.66 -2.60
H -1.46 1.67 -1.24
H 0.43 -1.86 0.92
H -0.92 -1.14 1.71
H 0.46 -1.20 2.42
H 2.30 -0.59 -1.07
*
```

Summary:
Orbital gap (spin up / spin down), eV: 8.963 / 8.963
Largest force on an atom, eV/A: 3.3
HOMO energy (spin up / spin down), eV: -14.800 / -14.800
LUMO level (spin up / spin down), eV: -5.84 / -5.84
DFT total energy, eV: -15497.6809
Energy relative to the best compared isomer or geometry (same formula, charge and spin), eV: 2.2209

Here are the Mulliken charges for atoms 1 to 6, given in e: C -0.3089; N -0.7565; O -0.4361; S 0.6123; H 0.2847; H 0.3368

***

6.
C16H10CaF7N6 | ωB97M-V/def2-TZVPD

ORCA input file:
```
! wB97M-V def2-TZVPD RIJCOSX def2/J DEFGRID3
* xyz 1 1
Ca 1.28 -0.72 0.41
N 3.53 -1.47 0.37
C 4.48 -0.33 0.21
C 4.45 0.55 1.53
C 3.14 1.02 2.16
N 2.09 -0.05 2.38
H 3.92 -1.95 1.16
H 3.57 -2.13 -0.40
H 4.14 0.25 -0.63
H 5.48 -0.75 0.01
H 5.04 1.45 1.35
H 5.10 0.00 2.28
H 2.62 1.84 1.63
H 3.48 1.50 3.13
H 1.42 0.28 3.06
H 2.62 -0.82 2.80
F -3.30 2.00 -3.19
C -3.12 1.23 -2.09
C -4.29 0.65 -1.46
F -5.48 0.66 -2.09
C -4.18 0.09 -0.17
C -2.93 0.42 0.49
C -1.74 0.70 -0.16
F -0.54 0.71 0.65
C -1.76 1.21 -1.52
C -0.59 1.61 -2.17
C 0.67 1.33 -1.68
N 1.70 0.96 -1.28
C -0.58 2.12 -3.48
N -0.43 2.35 -4.62
F -2.97 0.42 1.82
C -5.23 -0.59 0.53
C -5.71 -0.09 1.77
N -6.04 0.36 2.77
C -5.97 -1.64 -0.02
N -6.54 -2.64 -0.24
F 1.59 -2.91 -2.14
C 0.93 -2.45 -1.09
F 0.32 -3.54 -0.53
F -0.20 -1.65 -1.54
*
```

Summary:
Orbital gap (spin up / spin down), eV: 4.768 / 5.552
Largest force on an atom, eV/A: 3.3
HOMO energy (spin up / spin down), eV: -11.541 / -11.543
LUMO level (spin up / spin down), eV: -6.77 / -5.99
DFT total energy, eV: -63144.9329
Energy relative to the best compared isomer or geometry (same formula, charge and spin), eV: 0.7148

Here are the Mulliken charges for atoms 1 to 6, given in e: Ca 1.7271; N -0.6656; C -0.5602; C -0.6254; C -0.5233; N -0.6917

***

Copy entry 6 word for word.
C16H10CaF7N6 | ωB97M-V/def2-TZVPD

ORCA input file:
```
! wB97M-V def2-TZVPD RIJCOSX def2/J DEFGRID3
* xyz 1 1
Ca 1.28 -0.72 0.41
N 3.53 -1.47 0.37
C 4.48 -0.33 0.21
C 4.45 0.55 1.53
C 3.14 1.02 2.16
N 2.09 -0.05 2.38
H 3.92 -1.95 1.16
H 3.57 -2.13 -0.40
H 4.14 0.25 -0.63
H 5.48 -0.75 0.01
H 5.04 1.45 1.35
H 5.10 0.00 2.28
H 2.62 1.84 1.63
H 3.48 1.50 3.13
H 1.42 0.28 3.06
H 2.62 -0.82 2.80
F -3.30 2.00 -3.19
C -3.12 1.23 -2.09
C -4.29 0.65 -1.46
F -5.48 0.66 -2.09
C -4.18 0.09 -0.17
C -2.93 0.42 0.49
C -1.74 0.70 -0.16
F -0.54 0.71 0.65
C -1.76 1.21 -1.52
C -0.59 1.61 -2.17
C 0.67 1.33 -1.68
N 1.70 0.96 -1.28
C -0.58 2.12 -3.48
N -0.43 2.35 -4.62
F -2.97 0.42 1.82
C -5.23 -0.59 0.53
C -5.71 -0.09 1.77
N -6.04 0.36 2.77
C -5.97 -1.64 -0.02
N -6.54 -2.64 -0.24
F 1.59 -2.91 -2.14
C 0.93 -2.45 -1.09
F 0.32 -3.54 -0.53
F -0.20 -1.65 -1.54
*
```

Summary:
Orbital gap (spin up / spin down), eV: 4.768 / 5.552
Largest force on an atom, eV/A: 3.3
HOMO energy (spin up / spin down), eV: -11.541 / -11.543
LUMO level (spin up / spin down), eV: -6.77 / -5.99
DFT total energy, eV: -63144.9329
Energy relative to the best compared isomer or geometry (same formula, charge and spin), eV: 0.7148

Here are the Mulliken charges for atoms 1 to 6, given in e: Ca 1.7271; N -0.6656; C -0.5602; C -0.6254; C -0.5233; N -0.6917

***

Which formula does entry 6 have?
C16H10CaF7N6

***

Please write out number 5 again, unchanged.
CH6NOS | ωB97M-V/def2-TZVPD

ORCA input file:
```
! wB97M-V def2-TZVPD RIJCOSX def2/J DEFGRID3
* xyz 1 1
C -0.60 1.15 -1.57
N 0.08 -1.09 1.47
O 1.48 -0.09 -1.24
S 0.40 0.64 -0.33
H -0.48 0.66 -2.60
H -1.46 1.67 -1.24
H 0.43 -1.86 0.92
H -0.92 -1.14 1.71
H 0.46 -1.20 2.42
H 2.30 -0.59 -1.07
*
```

Summary:
Orbital gap (spin up / spin down), eV: 8.963 / 8.963
Largest force on an atom, eV/A: 3.3
HOMO energy (spin up / spin down), eV: -14.800 / -14.800
LUMO level (spin up / spin down), eV: -5.84 / -5.84
DFT total energy, eV: -15497.6809
Energy relative to the best compared isomer or geometry (same formula, charge and spin), eV: 2.2209

Here are the Mulliken charges for atoms 1 to 6, given in e: C -0.3089; N -0.7565; O -0.4361; S 0.6123; H 0.2847; H 0.3368